ORCA calculation (the ωB97M-V functional and the def2-TZVPD basis) on CH2N2S2 in the gas phase.

## Properties
**Energy above the lowest of the compared OMol25 structures with the same formula, charge and spin**: 155.3 kJ/mol
**Energy**: -945.1044 hartree
**Maximum force**: 0.07000 Eh/bohr
**Orbital gap**: 9.6594 eV
**Lowest unoccupied orbital energy**: -0.09 eV
**E_HOMO**: -9.75 eV
**SMILES**: N#CN(S)S

Atoms and positions in Å:
N (2.034, 0.373, 1.315)
C (1.290, 0.006, 0.511)
N (0.060, -0.051, -0.214)
S (-0.551, 1.554, -0.299)
S (-0.873, -1.430, -0.328)
H (-1.547, 1.324, 0.604)
H (-0.414, -1.776, -1.589)

***

ORCA calculation (the ωB97M-V functional and the def2-TZVPD basis) on a molecular structure, C4H7NO.

## Properties
**Energy above the lowest of the compared OMol25 structures with the same formula, charge and spin**: 517.7 kJ/mol
**Energy**: -286.4344 hartree
**Maximum force**: 0.00759 Eh/bohr
**Orbital gap**: 9.9536 eV
**Lowest unoccupied orbital energy**: 0.98 eV
**E_HOMO**: -8.97 eV

Atoms and positions in Å:
O (0.284, 1.317, 2.645)
C (-0.404, 0.987, 1.709)
N (-0.463, -0.294, 1.199)
C (-0.687, -0.509, -0.657)
C (0.618, -1.014, -1.185)
C (0.240, 0.431, -1.363)
H (-1.055, 1.686, 1.155)
H (0.108, -1.008, 1.638)
H (-1.335, -0.619, 0.515)
H (1.444, -1.217, -0.509)
H (0.545, -1.715, -2.013)
H (-0.121, 0.792, -2.323)
H (0.824, 1.163, -0.811)